An isolated ion of composition C9H12NO3S and charge -1 in a non-equilibrium geometry. Source: the OMol25 dataset; level of theory: ωB97M-V with the def2-TZVPD basis set.

Structure (XYZ):
```
26
Properties=species:S:1:pos:R:3
C 1.410 -0.433 -0.675
C 2.201 1.862 -0.386
C 3.628 0.311 0.675
C 0.190 -0.868 -0.946
C -0.259 -2.387 -1.262
C -2.290 1.820 0.191
C -1.368 -0.168 1.536
C -0.982 -0.048 -0.921
C -1.176 0.753 0.371
N 3.151 1.473 0.285
O 1.469 2.591 -0.943
O 4.395 0.225 1.585
O 2.569 -2.192 0.821
S 2.893 -1.275 -0.306
H 0.213 -2.735 -2.151
H -1.322 -2.275 -1.223
H 0.141 -2.902 -0.412
H -2.027 2.592 -0.566
H -3.226 1.178 0.056
H -2.465 2.479 1.063
H -0.580 -0.933 1.379
H -1.163 0.230 2.465
H -2.396 -0.432 1.401
H -1.922 -0.596 -0.845
H -0.860 0.528 -1.854
H -0.223 1.201 0.661
```

ΔE to the lowest compared entry with this formula, charge and spin: 64.16 kcal per mole
E_tot: -27992.818 eV
Kohn-Sham gap: 6.7 eV
E_LUMO: 3.39 eV
total charge: -1



C27H22Br2N4O5Sc as an isolated structure in a non-equilibrium geometry. Source: the OMol25 dataset; level of theory: ωB97M-V with the def2-TZVPD basis set.

Structure (XYZ):
```
61
Properties=species:S:1:pos:R:3
Sc 0.190 -0.554 0.287
O -1.559 0.125 -0.816
C -2.509 -0.456 -1.316
C -2.691 -1.896 -1.368
C -3.854 -2.371 -1.959
C -4.076 -3.718 -2.039
C -3.135 -4.638 -1.546
C -1.984 -4.193 -0.966
C -1.707 -2.792 -0.838
O -0.643 -2.383 -0.283
N -5.317 -4.207 -2.651
O -6.095 -3.386 -3.105
O -5.453 -5.412 -2.766
H -3.308 0.146 -1.780
H -4.590 -1.681 -2.355
H -3.344 -5.695 -1.638
H -1.243 -4.881 -0.583
Br -1.755 3.660 2.041
C 0.069 3.149 2.031
C 1.045 4.150 2.212
C 2.364 3.830 2.217
Br 3.643 5.218 2.452
C 2.787 2.485 2.046
C 4.139 2.054 2.020
C 4.421 0.738 1.840
C 3.357 -0.180 1.676
N 2.106 0.182 1.677
C 1.804 1.499 1.864
C 0.390 1.820 1.839
O -0.481 0.872 1.643
H 0.735 5.177 2.344
H 4.933 2.783 2.114
H 5.441 0.385 1.766
H 3.563 -1.233 1.519
C -1.743 -1.159 5.011
C -0.615 -2.167 4.778
C -0.132 -2.078 3.391
N 0.187 -1.875 2.312
H -2.077 -1.212 6.046
H -2.590 -1.371 4.359
H -1.406 -0.146 4.797
H -0.943 -3.188 4.969
H 0.231 -1.969 5.435
C 3.147 -2.389 -1.185
C 3.678 -1.000 -1.400
C 5.033 -0.823 -1.666
C 5.581 0.432 -1.900
C 4.709 1.525 -1.885
C 3.356 1.393 -1.632
C 2.479 2.621 -1.606
C 2.778 0.109 -1.355
N 1.495 -0.035 -0.998
H 3.962 -3.095 -0.996
H 2.579 -2.749 -2.051
H 2.450 -2.444 -0.345
H 5.677 -1.699 -1.684
H 6.637 0.555 -2.104
H 5.105 2.521 -2.074
H 2.642 3.221 -0.702
H 1.429 2.332 -1.618
H 2.684 3.270 -2.462
```

ΔE to the lowest compared entry with this formula, charge and spin: 14.16 kcal per mole
E_tot: -205342.885 eV
Kohn-Sham gap: 5.0 eV
E_LUMO: 1.98 eV
total charge: -1



One molecule with the formula C4H7NO3 in a non-equilibrium geometry. Source: the OMol25 dataset; level of theory: ωB97M-V with the def2-TZVPD basis set.

Structure (XYZ):
```
15
Properties=species:S:1:pos:R:3
N 0.418 -1.997 1.261
C 0.069 -0.925 0.470
C -1.332 -0.313 0.555
O -1.869 -0.153 1.659
C 0.782 0.037 -0.060
O 2.012 0.297 -0.494
C -0.361 1.400 -0.565
O 0.104 1.687 -1.883
H -0.274 -2.126 1.998
H 1.357 -1.970 1.639
H -1.890 -0.452 -0.387
H 2.098 -0.244 -1.311
H -1.413 1.686 -0.520
H 0.072 2.160 0.090
H 0.228 0.915 -2.451
```

ΔE to the lowest compared entry with this formula, charge and spin: 128.82 kcal per mole
SMILES: N/C(C=O)=C(\O)CO
E_tot: -11889.691 eV
Kohn-Sham gap: 8.8 eV
E_LUMO: 0.10 eV
total charge: 0



A 2-piece molecular cluster, C3H5NO3 overall in a non-equilibrium geometry. Source: the OMol25 dataset; level of theory: ωB97M-V with the def2-TZVPD basis set.

Structure (XYZ):
```
12
Properties=species:S:1:pos:R:3
C 0.537 2.774 -1.961
N 1.159 1.918 -2.431
O 1.811 1.246 -3.161
H -0.277 3.033 -1.453
C -0.721 -1.149 0.832
C 0.069 -0.208 -0.091
O -0.185 0.939 0.038
O 0.893 -0.724 -0.938
H -0.324 -1.118 1.807
H -0.696 -2.205 0.586
H -1.646 -0.659 0.838
H 1.586 -0.163 -1.256
```

ΔE to the lowest compared entry with this formula, charge and spin: 101.64 kcal per mole
SMILES: C#[N+][O-].CC(=O)O
E_tot: -10821.280 eV
Kohn-Sham gap: 10.8 eV
E_LUMO: 0.76 eV
total charge: 0



A 2-piece molecular cluster, C3H10N2O overall in a non-equilibrium geometry. Source: the OMol25 dataset; level of theory: ωB97M-V with the def2-TZVPD basis set.

Structure (XYZ):
```
16
Properties=species:S:1:pos:R:3
C -0.898 1.520 1.231
C 0.401 1.152 0.510
N 0.448 -0.160 -0.080
C -0.258 -0.354 -1.119
N -0.832 0.664 -1.930
H -1.801 1.097 0.792
H -0.898 1.269 2.294
H -0.973 2.612 1.267
H 0.647 1.952 -0.205
H 1.208 1.265 1.241
H -0.208 -1.356 -1.535
H -1.264 1.325 -1.304
H -1.608 0.237 -2.433
O 1.258 -2.563 0.952
H 0.664 -1.809 1.051
H 1.229 -3.070 1.763
```

ΔE to the lowest compared entry with this formula, charge and spin: 27.12 kcal per mole
SMILES: CC/N=C\N.O
E_tot: -8300.328 eV
Kohn-Sham gap: 10.5 eV
E_LUMO: 0.84 eV
total charge: 0



A 12-piece molecular cluster, BF4H22O11 overall in a non-equilibrium geometry. Source: the OMol25 dataset; level of theory: ωB97M-V with the def2-TZVPD basis set.

Structure (XYZ):
```
38
Properties=species:S:1:pos:R:3
B -0.356 -0.024 -0.177
F 0.701 -0.153 -1.074
F 0.125 0.190 1.016
F -1.140 1.025 -0.587
F -1.077 -1.149 -0.064
O 1.144 0.728 3.504
H 0.622 0.457 2.748
H 0.778 0.235 4.238
O 0.493 2.864 0.707
H 0.174 3.193 -0.133
H 0.087 2.002 0.797
O 2.986 1.797 1.429
H 2.727 1.708 2.346
H 2.192 2.091 0.982
O 2.123 -0.570 -4.076
H 1.192 -0.700 -3.896
H 2.265 -0.993 -4.924
O 0.580 -2.360 2.474
H 1.492 -2.080 2.552
H 0.341 -2.151 1.571
O -0.749 -1.174 -3.134
H -0.371 -0.825 -2.327
H -1.695 -1.134 -2.993
O -3.540 -1.000 1.748
H -2.922 -0.630 1.119
H -3.208 -0.723 2.602
O -3.399 -3.383 -0.730
H -3.250 -4.180 -0.222
H -2.692 -2.794 -0.465
O 2.144 2.009 -2.503
H 2.446 1.396 -3.174
H 1.478 1.524 -2.017
O -3.104 2.616 0.640
H -3.813 1.973 0.662
H -2.518 2.303 -0.049
O 2.870 -0.957 0.505
H 2.039 -1.061 0.041
H 2.834 -0.071 0.866
```

ΔE to the lowest compared entry with this formula, charge and spin: 10.15 kcal per mole
E_tot: -34428.389 eV
Kohn-Sham gap (alpha / beta): 10.9 / 3.0 eV
E_LUMO (alpha / beta): -0.15 / -8.08 eV
total charge: 0
⟨S²⟩: 0.757
multiplicity: 2



C26H34BN6O5PtS3 as an isolated structure in a non-equilibrium geometry. Source: the OMol25 dataset; level of theory: ωB97M-V with the def2-TZVPD basis set.

Structure (XYZ):
```
76
Properties=species:S:1:pos:R:3
Pt -0.310 0.560 1.273
C -2.924 -4.781 -1.234
C -2.794 -3.262 -1.113
C -2.931 -2.880 0.362
C -3.887 -2.627 -1.976
N -1.453 -2.849 -1.603
C -0.459 -3.727 -2.000
C 0.636 -3.001 -2.275
N 0.350 -1.673 -2.039
B 1.520 -0.676 -2.094
N 2.528 -0.892 -0.934
C 3.861 -0.641 -1.134
C 4.495 -0.761 0.049
N 3.540 -1.081 0.994
C 2.332 -1.145 0.372
S 0.823 -1.518 1.111
C 3.811 -1.234 2.452
C 3.034 -0.170 3.230
C 3.450 -2.652 2.895
C 5.303 -1.017 2.703
N 1.054 0.796 -2.210
C 0.456 1.187 -3.381
C -0.056 2.414 -3.197
N 0.238 2.803 -1.903
C 0.906 1.782 -1.303
S 1.466 1.708 0.341
C -0.330 4.082 -1.360
C 0.289 4.549 -0.047
C -0.076 5.181 -2.398
C -1.826 3.840 -1.154
C -0.953 -1.569 -1.636
S -1.769 -0.154 -1.248
H -3.920 -5.057 -0.891
H -2.202 -5.301 -0.603
H -2.818 -5.121 -2.266
H -3.889 -3.240 0.743
H -2.879 -1.806 0.515
H -2.132 -3.342 0.944
H -4.860 -2.988 -1.638
H -3.755 -2.910 -3.023
H -3.864 -1.544 -1.898
H -0.606 -4.787 -2.059
H 1.611 -3.314 -2.604
H 2.145 -0.925 -3.101
H 4.244 -0.401 -2.109
H 5.533 -0.645 0.286
H 1.959 -0.305 3.142
H 3.283 0.824 2.855
H 3.314 -0.225 4.283
H 2.395 -2.855 2.739
H 3.672 -2.761 3.958
H 4.042 -3.384 2.342
H 5.621 -0.015 2.413
H 5.917 -1.757 2.189
H 5.479 -1.123 3.773
H 0.417 0.533 -4.233
H -0.619 3.030 -3.870
H 1.370 4.674 -0.132
H 0.063 3.885 0.775
H -0.155 5.521 0.173
H 0.993 5.293 -2.585
H -0.455 6.121 -1.999
H -0.581 5.005 -3.346
H -1.969 2.980 -0.500
H -2.335 3.651 -2.102
H -2.279 4.710 -0.677
O -5.551 2.485 3.632
C -4.444 2.108 3.335
C -3.279 2.987 2.903
O -3.240 4.202 2.960
C -2.267 2.058 2.420
C -2.666 0.716 2.624
O -1.936 -0.282 2.246
C -3.974 0.661 3.273
O -4.585 -0.305 3.686
O -1.121 2.358 1.887
```

ΔE to the lowest compared entry with this formula, charge and spin: 0.00 kcal per mole
E_tot: -83127.814 eV
Kohn-Sham gap: 6.2 eV
E_LUMO: 2.20 eV
total charge: -1



One molecule with the formula C23H28N2O5 in a non-equilibrium geometry. Source: the OMol25 dataset; level of theory: ωB97M-V with the def2-TZVPD basis set.

Structure (XYZ):
```
58
Properties=species:S:1:pos:R:3
C -3.270 -3.218 -5.174
C -1.943 -3.162 -4.506
C -0.968 -4.102 -4.495
O 0.129 -3.721 -3.783
C -0.136 -2.488 -3.312
C 0.673 -1.689 -2.530
C 0.171 -0.444 -2.173
O 0.977 0.320 -1.398
C 0.596 1.536 -0.936
O 1.369 2.118 -0.202
C -0.703 2.055 -1.344
C -1.036 3.407 -0.774
C -2.112 3.327 0.321
C -1.931 2.151 1.277
O -2.829 1.359 1.491
N -0.739 2.108 1.905
C -0.392 1.027 2.802
C 0.007 -0.255 2.062
C 0.884 -1.146 2.939
N 2.088 -0.457 3.372
C 3.042 -0.241 2.294
C 4.231 0.558 2.825
O 4.863 -0.096 3.902
C 3.941 -0.322 4.940
C 2.752 -1.154 4.460
C -1.520 1.329 -2.150
C -2.849 1.840 -2.604
C -1.105 0.011 -2.580
C -1.904 -0.827 -3.359
C -1.422 -2.070 -3.728
H -3.363 -2.407 -5.896
H -4.066 -3.107 -4.440
H -3.395 -4.165 -5.690
H -0.925 -5.074 -4.946
H 1.650 -1.997 -2.199
H -0.115 3.825 -0.363
H -1.378 4.082 -1.563
H -3.103 3.217 -0.120
H -2.100 4.250 0.905
H 0.033 2.639 1.531
H -1.260 0.832 3.437
H 0.447 1.354 3.417
H -0.886 -0.804 1.761
H 0.553 0.011 1.159
H 0.323 -1.418 3.837
H 1.123 -2.076 2.392
H 2.574 0.332 1.494
H 3.403 -1.202 1.884
H 4.989 0.678 2.050
H 3.879 1.549 3.148
H 4.486 -0.846 5.728
H 3.571 0.640 5.327
H 2.045 -1.284 5.283
H 3.113 -2.150 4.144
H -3.640 1.341 -2.045
H -2.995 1.638 -3.663
H -2.938 2.909 -2.444
H -2.890 -0.523 -3.667
```

ΔE to the lowest compared entry with this formula, charge and spin: 38.21 kcal per mole
SMILES: Cc1coc2cc3oc(=O)c(CCC(=O)NCCCN4CCOCC4)c(C)c3cc12
E_tot: -37523.875 eV
Kohn-Sham gap: 8.4 eV
E_LUMO: -0.13 eV
total charge: 0



> What is the E_tot in the fourth record?

-10821.280 eV